[1]
The following is a DFT calculation (ωB97M-V with the def2-TZVPD basis set) of a 2-piece molecular cluster, C2H3ClS overall.

Results
**Energy**: -25475.840 eV
**HOMO energy (spin up / spin down)**: -8.258 / -8.257 eV
**Molecular weight**: 94.57 g/mol
**ΔE to the lowest compared entry with this formula, charge and spin**: 359.6 kJ/mol
**HOMO-LUMO gap (spin up / spin down)**: 6.8316 / 6.8307 eV

ORCA input file:
```
! RIJCOSX wB97M-V def2-TZVPD def2/J DEFGRID3
* xyz 0 1
C -0.325 0.009 -1.181
C 0.774 -0.244 -0.557
S 0.251 0.868 1.920
Cl -0.536 -0.475 3.060
H -0.755 -0.211 -2.149
H -1.233 0.465 -0.760
H 1.824 -0.411 -0.333
*
```

[2]
The following is a DFT calculation (ωB97M-V with the def2-TZVPD basis set) of one molecule with the formula C2H3ClS.

Results
**Energy**: -25478.997 eV
**HOMO energy**: -9.190 eV
**SMILES string**: Cl[C@@H]1CS1
**Molecular weight**: 94.57 g/mol
**ΔE to the lowest compared entry with this formula, charge and spin**: 55.0 kJ/mol
**HOMO-LUMO gap**: 10.0131 eV

ORCA input file:
```
! RIJCOSX wB97M-V def2-TZVPD def2/J DEFGRID3
* xyz 0 1
C -0.333 -0.245 0.702
C 0.066 0.053 -0.709
S 1.487 -0.415 0.246
Cl -0.181 1.702 -1.219
H -0.536 0.704 1.318
H -0.655 -1.176 1.123
H 0.152 -0.623 -1.460
*
```

[3]
The following is a DFT calculation (ωB97M-V with the def2-TZVPD basis set) of C2H3CoFO2P as an isolated structure.

Results
**Energy**: -55839.673 eV
**HOMO energy (spin up / spin down)**: -14.194 / -14.877 eV
**Molecular weight**: 167.95 g/mol
**ΔE to the lowest compared entry with this formula, charge and spin**: 93.5 kJ/mol
**HOMO-LUMO gap (spin up / spin down)**: 8.1521 / 7.5617 eV

ORCA input file:
```
! RIJCOSX wB97M-V def2-TZVPD def2/J DEFGRID3
* xyz 1 6
P 1.752 0.568 0.748
F 1.796 -0.880 -0.598
O -1.174 1.235 -0.258
C -2.362 0.681 0.143
H -3.242 1.054 -0.425
H -2.605 0.868 1.214
C -2.378 -0.807 -0.021
O -1.348 -1.407 -0.314
Co 0.039 -0.045 -0.836
H -3.269 -1.372 0.305
*
```

[4]
The following is a DFT calculation (ωB97M-V with the def2-TZVPD basis set) of C2H3CsNaO2 as an isolated structure.

Results
**Energy**: -11173.519 eV
**HOMO energy**: -8.112 eV
**Molecular weight**: 214.94 g/mol
**ΔE to the lowest compared entry with this formula, charge and spin**: 42.6 kJ/mol
**HOMO-LUMO gap**: 3.5676 eV

ORCA input file:
```
! RIJCOSX wB97M-V def2-TZVPD def2/J DEFGRID3
* xyz 1 1
H -1.025 -2.334 -0.487
O -1.781 -1.639 -0.646
C -1.089 -0.462 -0.690
C -0.203 -0.254 0.332
O 0.787 0.638 0.387
Na 1.027 3.477 -1.526
Cs 3.765 1.355 3.052
H -0.954 -0.088 -1.714
H -0.528 -0.694 1.292
*
```

[5]
The following is a DFT calculation (ωB97M-V with the def2-TZVPD basis set) of a 2-piece molecular cluster, C2H3F2I overall.

Results
**Energy**: -15654.732 eV
**HOMO energy**: -9.521 eV
**Molecular weight**: 191.95 g/mol
**ΔE to the lowest compared entry with this formula, charge and spin**: 330.3 kJ/mol
**HOMO-LUMO gap**: 9.4130 eV

ORCA input file:
```
! RIJCOSX wB97M-V def2-TZVPD def2/J DEFGRID3
* xyz 0 1
C 0.407 -0.988 -0.293
C 1.164 -0.105 0.678
F 0.221 -2.184 0.200
F 1.217 -0.363 1.932
I 3.163 0.166 -0.155
H 0.971 -1.092 -1.282
H -0.602 -0.416 -0.485
H 0.581 1.500 0.524
*
```

[6]
The following is a DFT calculation (ωB97M-V with the def2-TZVPD basis set) of one molecule with the formula C2H3F2IO.

Results
**Energy**: -17704.465 eV
**HOMO energy**: -9.686 eV
**SMILES string**: O[C@@H](I)C(F)F
**Molecular weight**: 207.94 g/mol
**ΔE to the lowest compared entry with this formula, charge and spin**: 145.8 kJ/mol
**HOMO-LUMO gap**: 10.0285 eV

ORCA input file:
```
! RIJCOSX wB97M-V def2-TZVPD def2/J DEFGRID3
* xyz 0 1
C 0.428 0.024 -0.516
C -0.150 -0.081 1.166
O -0.186 -0.805 -1.363
F -0.196 -1.338 1.587
F -1.402 0.333 1.120
I 0.267 2.095 -1.041
H 1.473 -0.210 -0.511
H 0.454 0.520 1.758
H -0.688 -0.539 -2.200
*
```

[7]
The following is a DFT calculation (ωB97M-V with the def2-TZVPD basis set) of a 2-piece molecular cluster, C2H3F2N overall.

Results
**Energy**: -9042.848 eV
**HOMO energy (spin up / spin down)**: -8.448 / -9.281 eV
**Molecular weight**: 79.05 g/mol
**ΔE to the lowest compared entry with this formula, charge and spin**: 365.7 kJ/mol
**HOMO-LUMO gap (spin up / spin down)**: 7.8443 / 9.8603 eV

ORCA input file:
```
! RIJCOSX wB97M-V def2-TZVPD def2/J DEFGRID3
* xyz 0 1
C -1.724 0.479 -0.208
C 1.233 0.838 0.069
N -1.979 -0.699 -0.088
F -2.402 1.603 0.020
F 1.335 2.159 0.022
H 1.319 0.398 1.038
H 1.367 0.338 -0.873
H -2.860 -1.135 0.186
*
```

[8]
The following is a DFT calculation (ωB97M-V with the def2-TZVPD basis set) of a 2-piece molecular cluster, C2H3F2NO overall.

Results
**Energy**: -11087.312 eV
**HOMO energy**: -10.060 eV
**Molecular weight**: 95.05 g/mol
**ΔE to the lowest compared entry with this formula, charge and spin**: 801.1 kJ/mol
**HOMO-LUMO gap**: 10.2131 eV

ORCA input file:
```
! RIJCOSX wB97M-V def2-TZVPD def2/J DEFGRID3
* xyz 0 1
C -1.075 0.451 -0.646
C -0.227 1.061 0.387
N 2.780 0.143 0.565
O -1.373 1.564 0.376
F 2.931 -1.087 -0.026
F 2.911 0.950 -0.543
H -0.979 0.848 -1.698
H -1.697 -0.424 -0.228
H 1.683 0.295 0.750
*
```

[9]
The following is a DFT calculation (ωB97M-V with the def2-TZVPD basis set) of one molecule with the formula C2H3F2P.

Results
**Energy**: -16844.312 eV
**HOMO energy**: -9.579 eV
**SMILES string**: FC/C=P/F
**Molecular weight**: 96.02 g/mol
**ΔE to the lowest compared entry with this formula, charge and spin**: 236.9 kJ/mol
**HOMO-LUMO gap**: 9.0198 eV

ORCA input file:
```
! RIJCOSX wB97M-V def2-TZVPD def2/J DEFGRID3
* xyz 0 1
C -0.478 0.206 -0.163
C 1.014 -0.188 -0.139
F 3.365 -0.827 -0.258
F -1.462 -0.172 -1.393
P 2.466 -0.003 0.886
H -0.564 1.295 -0.090
H -0.976 -0.220 0.715
H 1.209 -0.770 -1.043
*
```

[10]
The following is a DFT calculation (ωB97M-V with the def2-TZVPD basis set) of one molecule with the formula C2H3F3NOP.

Results
**Energy**: -23102.230 eV
**HOMO energy**: -10.395 eV
**SMILES string**: O=PNCC(F)(F)F
**Molecular weight**: 145.02 g/mol
**ΔE to the lowest compared entry with this formula, charge and spin**: 5.5 kJ/mol
**HOMO-LUMO gap**: 10.5267 eV

ORCA input file:
```
! RIJCOSX wB97M-V def2-TZVPD def2/J DEFGRID3
* xyz 0 1
C 0.200 -0.302 0.430
C 1.395 0.403 -0.306
N -1.014 -0.521 -0.428
O -2.952 0.787 0.734
F 1.153 1.625 -0.744
F 1.924 -0.315 -1.340
F 2.304 0.480 0.650
P -2.656 -0.114 -0.357
H 0.611 -1.116 0.971
H -0.129 0.436 1.330
H -0.835 -1.362 -0.940
*
```

[11]
The following is a DFT calculation (ωB97M-V with the def2-TZVPD basis set) of one molecule with the formula C2H3F3O2.

Results
**Energy**: -14369.905 eV
**HOMO energy**: -12.193 eV
**SMILES string**: OC(O)(F)C(F)F
**Molecular weight**: 116.04 g/mol
**ΔE to the lowest compared entry with this formula, charge and spin**: 4.3 kJ/mol
**HOMO-LUMO gap**: 12.4604 eV

ORCA input file:
```
! RIJCOSX wB97M-V def2-TZVPD def2/J DEFGRID3
* xyz 0 1
C -1.163 0.119 0.337
C 0.345 0.096 -0.010
O 0.986 -0.927 0.702
O 0.579 0.042 -1.360
F -1.869 0.216 -0.825
F -1.432 1.168 1.129
F 0.816 1.301 0.456
H -1.551 -0.777 0.904
H 1.774 -1.172 0.225
H 1.516 -0.067 -1.557
*
```

[12]
The following is a DFT calculation (ωB97M-V with the def2-TZVPD basis set) of a 2-piece molecular cluster, C2H3F3OSi overall.

Results
**Energy**: -20197.595 eV
**HOMO energy**: -9.520 eV
**SMILES string**: FC=C(F)F.O=[SiH2]
**Molecular weight**: 128.12 g/mol
**ΔE to the lowest compared entry with this formula, charge and spin**: 120.5 kJ/mol
**HOMO-LUMO gap**: 8.3528 eV

ORCA input file:
```
! RIJCOSX wB97M-V def2-TZVPD def2/J DEFGRID3
* xyz 0 1
C 1.487 -0.712 0.256
C 2.043 0.470 0.190
O -1.414 -0.682 0.272
F 3.278 0.812 -0.261
F 1.470 1.513 0.814
F 1.894 -1.805 -0.418
Si -2.624 0.183 -0.133
H -3.641 -0.516 -0.941
H 0.421 -0.914 0.558
H -2.914 1.650 -0.336
*
```

Q: Look up the energy of the ninth one.
A: -16844.312 eV

Q: ΔE to the lowest compared entry with this formula, charge and spin of number 5 (C2H3F2I)?
A: 330.3 kJ/mol

Q: Which of these has the highest energy?
A: C2H3F2N

Q: What is the formula in the fifth record?
A: C2H3F2I